DFT (ωB97M-V/def2-TZVPD) results for a structure of composition C11H23CdClNO6P2.

XYZ file:
```
45
Properties=species:S:1:pos:R:3:nbo_charge:R:1
Cd 0.20 -1.14 0.25 1.46
P -0.28 0.08 2.41 0.81
C -1.67 1.09 1.80 -0.78
C -1.23 1.92 0.61 0.23
N -0.42 1.30 -0.26 -0.56
C 0.03 1.94 -1.35 0.23
C -0.33 3.26 -1.61 -0.24
C -1.19 3.91 -0.73 -0.12
C -1.65 3.23 0.40 -0.24
C 0.93 1.19 -2.31 -0.76
P 0.77 -0.63 -2.15 0.79
H -2.33 3.68 1.13 0.24
H 0.07 3.74 -2.50 0.23
H -1.52 4.93 -0.93 0.24
H 0.70 1.49 -3.34 0.26
H 1.99 1.45 -2.11 0.27
H -2.39 0.29 1.45 0.28
H -2.09 1.70 2.61 0.25
H -2.29 -2.22 -0.29 0.51
O -2.37 -1.41 0.33 -1.02
H -2.95 -0.78 -0.14 0.49
H -0.61 -3.20 -0.78 0.48
O -1.50 -3.21 -1.23 -0.94
H -1.68 -4.16 -1.40 0.52
C -0.53 -1.01 -3.37 -0.95
H -0.19 -0.70 -4.36 0.24
H -0.74 -2.09 -3.35 0.26
H -1.45 -0.46 -3.11 0.25
C 2.31 -1.27 -2.86 -0.95
H 2.34 -2.36 -2.71 0.26
H 2.35 -1.05 -3.94 0.25
H 3.17 -0.81 -2.35 0.28
C 0.98 1.17 3.10 -0.97
H 0.60 1.58 4.05 0.24
H 1.89 0.58 3.28 0.29
H 1.21 1.98 2.40 0.25
C -0.93 -0.88 3.79 -0.96
H -0.21 -1.67 4.01 0.27
H -1.05 -0.22 4.66 0.24
H -1.90 -1.32 3.51 0.26
O 2.95 -1.47 2.84 -0.79
Cl 2.83 -1.99 1.49 2.48
O 3.89 -2.90 1.17 -0.75
O 1.49 -2.71 1.35 -0.95
O 2.77 -0.87 0.52 -0.90
```

Summary:
**Charge**: +1
**LUMO level**: -3.27 eV
**E**: -61208.31183 eV
**ΔE to the lowest compared entry with this formula, charge and spin**: 0.0 kcal per mole
**Kohn-Sham gap**: 8.94 eV

DFT (ωB97M-V/def2-TZVPD) results for a cluster of 2 separate species, C8H14N4 in total.

XYZ file:
```
26
Properties=species:S:1:pos:R:3:nbo_charge:R:1
C -1.55 -1.01 0.36 0.27
C 1.04 0.04 2.12 0.23
C -0.86 -0.76 -1.93 -0.59
C -2.57 0.98 -0.98 -0.60
C 2.51 0.79 0.23 -0.63
C 1.75 -1.66 0.56 -0.66
C -1.37 0.02 -0.65 -0.05
C 1.70 -0.23 0.98 -0.01
N -1.61 -1.82 1.16 -0.33
N 0.27 0.55 2.87 -0.38
N -0.69 1.58 0.87 -0.54
N -0.22 0.78 -0.10 -0.21
H -1.31 -1.77 -1.96 0.23
H -1.05 -0.16 -2.87 0.22
H 0.20 -0.89 -1.69 0.23
H -2.29 1.52 -1.92 0.23
H -2.60 1.68 -0.03 0.23
H -3.45 0.34 -1.08 0.23
H 3.58 0.62 0.13 0.23
H 2.10 0.62 -0.81 0.24
H 2.35 1.81 0.65 0.22
H 2.01 -1.71 -0.59 0.21
H 0.82 -2.30 0.75 0.26
H 2.64 -2.18 1.05 0.23
H -1.47 1.22 1.53 0.38
H 0.06 1.93 1.34 0.39
```

Summary:
**LUMO level (alpha / beta)**: 0.11 / -0.40 eV
**E**: -14478.27754 eV
**ΔE to the lowest compared entry with this formula, charge and spin**: 154.5 kcal per mole
**Kohn-Sham gap (alpha / beta)**: 8.18 / 7.85 eV

DFT (ωB97M-V/def2-TZVPD) results for a structure of composition C3H4BiO3.

XYZ file:
```
11
Properties=species:S:1:pos:R:3:nbo_charge:R:1
C 0.45 0.10 0.37 -0.16
O -1.70 -0.68 -0.20 -0.44
C -1.80 0.66 -0.07 0.95
C -0.33 -1.08 -0.09 -0.14
O -0.63 1.21 0.15 -0.48
O -2.87 1.23 -0.07 -0.50
H 0.50 0.07 1.47 0.26
H 0.14 -1.31 -1.10 0.20
H -0.24 -1.93 0.59 0.25
H 4.09 1.00 -0.67 0.04
Bi 2.40 0.73 -0.39 1.03
```

Summary:
**Charge**: +1
**LUMO level (alpha / beta)**: -8.02 / -7.86 eV
**E**: -15144.50417 eV
**ΔE to the lowest compared entry with this formula, charge and spin**: 91.1 kcal per mole
**Kohn-Sham gap (alpha / beta)**: 6.51 / 6.68 eV

DFT (ωB97M-V/def2-TZVPD) results for a structure of composition C3HCl3.

XYZ file:
```
7
Properties=species:S:1:pos:R:3:nbo_charge:R:1
C -0.76 -0.40 -0.33 -0.18
C 0.38 0.43 0.24 -0.07
C 1.42 0.93 0.56 -0.17
H 2.41 1.25 0.83 0.25
Cl -1.87 0.71 -1.06 0.08
Cl 0.15 -1.73 -1.14 0.05
Cl -1.73 -1.19 0.91 0.05
```

Summary:
**LUMO level**: 0.39 eV
**E**: -40691.58117 eV
**ΔE to the lowest compared entry with this formula, charge and spin**: 12.8 kcal per mole
**Kohn-Sham gap**: 11.10 eV

DFT (ωB97M-V/def2-TZVPD) results for a cluster of 2 separate species, C3H8OS in total.

XYZ file:
```
13
Properties=species:S:1:pos:R:3:nbo_charge:R:1
C 1.97 0.50 0.39 -0.73
S 1.57 -1.07 1.21 -0.05
H 3.05 0.60 0.35 0.22
H 1.62 1.34 0.98 0.22
H 1.54 0.53 -0.61 0.22
H 2.56 -1.73 0.60 0.13
O -0.70 -0.91 -1.55 -0.54
C -1.26 -0.69 -0.49 0.43
C -2.12 0.53 -0.32 -0.73
H -1.14 -1.44 0.31 0.13
H -1.64 1.40 -0.73 0.24
H -3.04 0.34 -0.88 0.24
H -2.41 0.61 0.74 0.22
```

Summary:
**LUMO level**: 0.88 eV
**E**: -16122.68974 eV
**ΔE to the lowest compared entry with this formula, charge and spin**: 12.6 kcal per mole
**Kohn-Sham gap**: 9.97 eV

DFT (ωB97M-V/def2-TZVPD) results for a structure of composition C19H44ClFeNP2.

XYZ file:
```
68
Properties=species:S:1:pos:R:3:nbo_charge:R:1
Fe 0.10 0.81 0.01 0.92
P -1.07 1.47 -1.73 0.90
C -2.72 0.73 -2.16 -0.54
C -1.43 3.26 -1.35 -0.55
C -0.09 1.41 -3.29 -0.55
C -3.39 0.02 -0.98 -0.61
H -2.44 -0.03 -2.91 0.22
C -3.69 1.72 -2.82 -0.61
H -4.14 2.41 -2.08 0.21
H -4.52 1.15 -3.26 0.20
H -3.24 2.32 -3.62 0.21
H -2.81 -0.85 -0.66 0.23
H -4.38 -0.34 -1.29 0.19
H -3.53 0.68 -0.12 0.22
H 0.00 0.32 -3.43 0.23
C 1.33 2.00 -3.20 -0.63
C -0.86 1.98 -4.48 -0.61
H -1.75 1.38 -4.71 0.20
H -0.20 1.96 -5.35 0.20
H -1.15 3.03 -4.31 0.20
H 1.57 2.39 -2.20 0.25
H 1.49 2.80 -3.93 0.19
H 2.07 1.22 -3.40 0.23
C -2.42 3.43 -0.19 -0.63
H -1.88 3.64 -2.28 0.18
C -0.15 4.06 -1.06 -0.62
H -3.39 2.95 -0.36 0.19
H -2.60 4.50 -0.03 0.20
H -1.99 3.02 0.73 0.25
H 0.45 3.60 -0.26 0.23
H -0.42 5.07 -0.72 0.20
H 0.48 4.16 -1.95 0.21
Cl -0.26 1.75 1.93 -0.69
H -0.54 -0.17 -1.03 -0.38
H 1.29 -0.06 -0.88 0.14
P 1.00 -1.75 1.57 0.85
C 1.86 -3.12 0.63 -0.51
C 2.07 -1.37 3.08 -0.51
C -0.53 -2.60 2.21 -0.52
C 2.52 -2.59 -0.64 -0.61
H 1.02 -3.78 0.34 0.21
C 2.87 -3.92 1.48 -0.62
H 3.74 -3.31 1.74 0.21
H 3.21 -4.77 0.87 0.20
H 2.42 -4.31 2.40 0.20
H 1.78 -2.11 -1.30 0.22
H 2.97 -3.42 -1.19 0.18
H 3.30 -1.85 -0.42 0.23
H -0.98 -2.94 1.26 0.22
C -1.53 -1.63 2.87 -0.63
C -0.20 -3.82 3.08 -0.61
H 0.29 -4.60 2.50 0.20
H -1.13 -4.23 3.48 0.20
H 0.45 -3.54 3.92 0.20
H -1.34 -0.58 2.60 0.25
H -1.51 -1.72 3.96 0.20
H -2.54 -1.88 2.52 0.20
C 3.31 -0.58 2.64 -0.62
H 2.36 -2.35 3.50 0.19
C 1.30 -0.57 4.13 -0.63
H 3.94 -1.13 1.92 0.20
H 3.90 -0.37 3.54 0.19
H 3.03 0.37 2.18 0.26
H 0.88 0.35 3.69 0.25
H 2.00 -0.26 4.92 0.20
H 0.49 -1.14 4.59 0.20
N 3.17 1.13 -0.25 -0.56
C 2.13 0.61 -0.45 -0.41
```

Summary:
**Charge**: -1
**LUMO level (alpha / beta)**: 2.95 / 2.92 eV
**E**: -87391.30017 eV
**⟨S²⟩**: 8.779
**ΔE to the lowest compared entry with this formula, charge and spin**: 0.0 kcal per mole
**Multiplicity**: 6
**Kohn-Sham gap (alpha / beta)**: 2.86 / 7.15 eV

DFT (ωB97M-V/def2-TZVPD) results for a structure of composition C15H25IrN4O5S.

XYZ file:
```
51
Properties=species:S:1:pos:R:3:nbo_charge:R:1
Ir 0.39 0.16 0.43 1.35
O -0.43 2.31 -3.26 -0.59
C -0.45 1.72 -2.10 0.83
O 0.43 0.95 -1.71 -0.70
C -1.63 2.09 -1.25 -0.19
O -1.69 1.27 -0.09 -0.55
C -2.78 0.31 -0.06 -0.19
C -2.28 -1.10 -0.35 0.74
O -2.94 -1.93 -0.90 -0.51
O -1.06 -1.36 0.15 -0.84
H 0.36 2.08 -3.78 0.53
H -2.54 2.02 -1.85 0.25
H -1.52 3.14 -0.94 0.26
H -3.55 0.60 -0.76 0.23
H -3.19 0.35 0.95 0.24
C 4.32 -1.30 1.07 -0.63
C 4.17 -0.62 -0.29 0.11
C 4.61 -1.53 -1.43 -0.64
C 4.93 0.70 -0.31 -0.62
N 2.73 -0.23 -0.47 -0.44
N 1.78 -1.28 -0.59 -0.63
H 5.37 -1.51 1.25 0.26
H 3.80 -2.26 1.12 0.20
H 3.96 -0.64 1.86 0.22
H 5.68 -1.72 -1.35 0.26
H 4.43 -1.07 -2.40 0.22
H 4.11 -2.50 -1.40 0.21
H 5.99 0.51 -0.15 0.25
H 4.58 1.37 0.47 0.23
H 4.83 1.20 -1.28 0.22
H 2.63 0.36 -1.29 0.40
H 2.04 -2.08 -0.01 0.41
H 1.60 -1.61 -1.54 0.41
N 1.81 -2.10 3.65 -0.75
C 0.73 -1.74 2.97 0.37
S 0.47 -0.01 2.68 0.00
N -0.16 -2.59 2.53 -0.55
C -0.16 -4.02 2.70 0.16
C -0.45 -4.79 1.58 -0.25
C -0.48 -6.17 1.71 -0.17
C -0.22 -6.76 2.94 -0.17
C 0.05 -5.98 4.05 -0.17
C 0.07 -4.59 3.94 -0.28
H 2.40 -1.40 4.06 0.44
H 1.96 -3.08 3.89 0.44
H -0.81 -2.22 1.83 0.46
H -0.65 -4.32 0.63 0.23
H -0.71 -6.79 0.85 0.24
H -0.25 -7.84 3.04 0.24
H 0.22 -6.44 5.02 0.24
H 0.20 -3.98 4.83 0.23
```

Summary:
**Charge**: +2
**LUMO level (alpha / beta)**: -5.85 / -8.81 eV
**E**: -45815.64721 eV
**⟨S²⟩**: 6.015
**Multiplicity**: 5
**Kohn-Sham gap (alpha / beta)**: 8.78 / 5.85 eV

DFT (ωB97M-V/def2-TZVPD) results for a structure of composition C66H57CrN8PS2.

XYZ file:
```
135
Properties=species:S:1:pos:R:3:lowdin_charge:R:1
Cr -0.39 0.24 -0.01 0.40
C -1.21 3.93 -3.94 0.01
N -0.55 3.36 -2.77 -0.04
C -1.05 2.41 -1.95 -0.42
N -0.19 2.17 -0.96 -0.01
C 0.87 3.03 -1.13 -0.19
C 0.67 3.76 -2.27 -0.10
C 1.48 4.79 -2.95 -0.20
C 1.18 6.14 -2.78 -0.02
C 1.94 7.10 -3.43 -0.06
C 2.99 6.72 -4.25 -0.06
C 3.29 5.38 -4.43 -0.06
C 2.53 4.41 -3.78 -0.04
C 1.89 3.17 -0.07 -0.20
C 1.53 2.90 1.25 -0.05
C 2.46 2.98 2.27 -0.06
C 3.77 3.35 1.98 -0.07
C 4.13 3.65 0.67 -0.07
C 3.20 3.56 -0.35 -0.03
P -2.78 1.86 -1.91 1.20
C -2.65 0.06 -2.15 -0.43
N -2.10 -0.78 -1.29 0.08
C -2.49 -2.03 -1.68 -0.17
C -3.25 -1.94 -2.82 -0.10
N -3.35 -0.60 -3.10 -0.05
C -4.14 -0.02 -4.18 0.00
C -3.89 -3.00 -3.62 -0.19
C -3.58 -3.16 -4.97 -0.04
C -4.18 -4.17 -5.70 -0.06
C -5.08 -5.03 -5.10 -0.06
C -5.39 -4.88 -3.75 -0.06
C -4.80 -3.87 -3.01 -0.02
C -2.25 -3.26 -0.89 -0.21
C -2.71 -3.32 0.42 -0.08
C -2.57 -4.48 1.16 -0.08
C -1.98 -5.60 0.59 -0.08
C -1.54 -5.55 -0.73 -0.07
C -1.67 -4.38 -1.46 -0.02
C -2.95 1.90 -0.10 -0.41
N -2.15 1.29 0.79 0.04
C -2.52 1.73 2.03 -0.16
C -3.56 2.62 1.90 -0.10
N -3.82 2.71 0.55 -0.04
C -4.86 3.53 -0.05 0.00
C -4.35 3.33 2.92 -0.19
C -5.05 2.61 3.87 -0.02
C -5.77 3.26 4.85 -0.06
C -5.80 4.65 4.88 -0.06
C -5.10 5.38 3.93 -0.06
C -4.37 4.73 2.95 -0.04
C -1.82 1.29 3.24 -0.17
C -1.49 -0.05 3.39 -0.07
C -0.78 -0.48 4.50 -0.07
C -0.41 0.43 5.48 -0.07
C -0.75 1.77 5.34 -0.06
C -1.45 2.20 4.23 -0.02
H -1.87 3.19 -4.38 0.08
H -0.44 4.20 -4.66 0.10
H -1.78 4.82 -3.67 0.11
H 0.37 6.44 -2.13 0.12
H 1.71 8.15 -3.29 0.11
H 3.58 7.47 -4.76 0.11
H 4.10 5.08 -5.07 0.11
H 2.76 3.36 -3.90 0.12
H 0.50 2.64 1.49 0.10
H 2.16 2.77 3.28 0.11
H 4.50 3.43 2.78 0.11
H 5.14 3.95 0.45 0.11
H 3.50 3.78 -1.36 0.11
H -4.84 -0.77 -4.54 0.10
H -3.49 0.29 -5.00 0.10
H -4.69 0.84 -3.80 0.08
H -2.86 -2.50 -5.44 0.12
H -3.93 -4.28 -6.75 0.11
H -5.55 -5.81 -5.68 0.11
H -6.10 -5.55 -3.28 0.11
H -5.03 -3.75 -1.96 0.12
H -3.19 -2.45 0.86 0.12
H -2.93 -4.52 2.18 0.11
H -1.88 -6.51 1.16 0.11
H -1.09 -6.43 -1.18 0.11
H -1.33 -4.35 -2.49 0.12
H -5.72 3.54 0.62 0.11
H -5.15 3.10 -1.01 0.07
H -4.51 4.55 -0.20 0.10
H -5.02 1.52 3.85 0.12
H -6.32 2.69 5.59 0.11
H -6.37 5.16 5.65 0.11
H -5.12 6.46 3.96 0.11
H -3.81 5.30 2.23 0.12
H -1.83 -0.77 2.66 0.08
H -0.54 -1.53 4.61 0.10
H 0.14 0.10 6.35 0.11
H -0.47 2.48 6.10 0.11
H -1.70 3.25 4.12 0.12
S 1.89 0.07 -0.74 0.85
C 2.64 -1.14 0.15 -0.59
N 3.94 -1.19 0.36 -0.07
C 4.54 -2.30 1.09 -0.07
C 3.81 -3.58 0.77 -0.08
N 2.38 -3.39 1.00 -0.08
C 1.66 -4.60 1.44 -0.10
C 2.00 -4.94 2.87 -0.22
C 1.74 -4.03 3.88 -0.04
C 2.05 -4.34 5.20 -0.07
C 2.62 -5.57 5.50 -0.07
C 2.88 -6.48 4.50 -0.06
C 2.57 -6.17 3.18 -0.04
C 1.79 -2.24 0.76 -0.60
S 0.17 -1.95 1.09 0.83
C 4.86 -0.10 -0.02 -0.10
C 5.76 -0.52 -1.15 -0.22
C 5.21 -0.78 -2.41 -0.04
C 6.03 -1.18 -3.45 -0.07
C 7.40 -1.31 -3.25 -0.07
C 7.95 -1.05 -2.00 -0.06
C 7.12 -0.66 -0.96 -0.04
H 4.51 -2.08 2.17 0.15
H 5.58 -2.37 0.78 0.14
H 4.15 -4.37 1.44 0.14
H 3.98 -3.89 -0.26 0.15
H 1.96 -5.40 0.77 0.14
H 0.59 -4.42 1.31 0.08
H 1.28 -3.07 3.65 0.09
H 1.85 -3.63 5.98 0.11
H 2.86 -5.81 6.53 0.11
H 3.33 -7.44 4.73 0.11
H 2.78 -6.89 2.39 0.12
H 5.45 0.12 0.88 0.14
H 4.27 0.78 -0.26 0.08
H 4.15 -0.66 -2.57 0.09
H 5.61 -1.38 -4.43 0.11
H 8.04 -1.62 -4.07 0.11
H 9.01 -1.15 -1.85 0.11
H 7.55 -0.45 0.02 0.12
```

Summary:
**Charge**: +2
**LUMO level (alpha / beta)**: -5.33 / -5.35 eV
**E**: -140662.30328 eV
**⟨S²⟩**: 6.022
**Multiplicity**: 5
**Kohn-Sham gap (alpha / beta)**: 6.96 / 6.93 eV

Number 1: strongest force on any atom 1.7 eV/Å. Number 2: strongest force on any atom 4.8 eV/Å. Number 3: strongest force on any atom 6.0 eV/Å. Number 4: strongest force on any atom 3.0 eV/Å. Number 5: strongest force on any atom 1.1 eV/Å. Number 6: strongest force on any atom 4.1 eV/Å. Number 7: strongest force on any atom 0.4 eV/Å. Number 8: strongest force on any atom 0.5 eV/Å.